{
  "formula": "C5H9NO",
  "method": "ωB97M-V/def2-TZVPD",
  "spin_multiplicity": 1,
  "orbital_gap_ev": 9.8,
  "smiles": "CC=C=NCOC",
  "relative_energy_kcal_mol": 81.4,
  "e_tot_ev": -8865.68431,
  "symbols": ["C", "C", "C", "N", "C", "O", "C", "H", "H", "H", "H", "H", "H", "H", "H", "H"],
  "coordinates": [[0.733, 0.386, 2.819], [0.225, 1.208, 1.668], [0.792, 1.244, 0.484], [1.030, 0.903, -0.676], [0.133, -0.305, -0.798], [0.195, -1.054, -1.949], [-0.899, -0.934, -2.833], [1.010, 1.016, 3.667], [-0.059, -0.289, 3.165], [1.594, -0.228, 2.535], [-0.745, 1.692, 1.750], [-0.875, 0.090, -0.613], [0.453, -0.944, 0.023], [-0.979, -1.876, -3.377], [-0.745, -0.117, -3.547], [-1.864, -0.791, -2.318]],
  "nbo_charge": [-0.62, -0.39, 0.38, -0.43, 0.09, -0.52, -0.25, 0.22, 0.22, 0.22, 0.24, 0.15, 0.17, 0.19, 0.18, 0.17]
}

{
  "formula": "C3H12N2",
  "method": "ωB97M-V/def2-TZVPD",
  "spin_multiplicity": 1,
  "orbital_gap_ev": 10.1,
  "smiles": "NCN.CC",
  "relative_energy_kcal_mol": 18.9,
  "e_tot_ev": -6284.77383,
  "symbols": ["N", "C", "N", "H", "H", "H", "H", "H", "H", "C", "C", "H", "H", "H", "H", "H", "H"],
  "coordinates": [[3.048, 1.192, -1.766], [4.188, 1.434, -0.934], [5.558, 1.045, -1.403], [2.633, 0.304, -1.853], [3.063, 1.762, -2.591], [4.180, 2.491, -0.534], [3.998, 0.891, 0.024], [5.689, 0.019, -1.213], [5.498, 1.247, -2.443], [-5.401, -1.501, 1.977], [-4.107, -1.151, 1.116], [-5.719, -0.531, 2.471], [-5.114, -2.066, 2.815], [-6.196, -2.079, 1.528], [-3.280, -0.761, 1.876], [-3.676, -1.940, 0.477], [-4.361, -0.355, 0.451]],
  "nbo_charge": [-0.87, -0.07, -0.85, 0.37, 0.36, 0.18, 0.17, 0.36, 0.35, -0.61, -0.61, 0.20, 0.20, 0.21, 0.20, 0.21, 0.20]
}

{
  "formula": "C4H8O2",
  "method": "ωB97M-V/def2-TZVPD",
  "spin_multiplicity": 1,
  "orbital_gap_ev": 10.2,
  "smiles": "C[C@H]1O[C@H]1CO",
  "relative_energy_kcal_mol": 85.5,
  "e_tot_ev": -8369.57551,
  "symbols": ["C", "C", "O", "C", "C", "O", "H", "H", "H", "H", "H", "H", "H", "H"],
  "coordinates": [[1.814, 0.571, 0.074], [0.947, -0.593, 0.530], [-0.040, -0.264, 1.472], [-0.575, -0.783, 0.278], [-1.318, 0.021, -0.721], [-2.456, 0.606, -0.136], [1.237, 1.505, 0.086], [2.214, 0.400, -0.928], [2.691, 0.755, 0.721], [0.948, -1.609, 0.155], [-1.040, -1.761, 0.514], [-1.666, -0.647, -1.524], [-0.638, 0.754, -1.176], [-2.117, 1.044, 0.656]],
  "nbo_charge": [-0.65, 0.01, -0.48, 0.04, -0.11, -0.70, 0.22, 0.22, 0.23, 0.22, 0.18, 0.19, 0.16, 0.47]
}

{
  "formula": "C3H5Cl",
  "method": "ωB97M-V/def2-TZVPD",
  "spin_multiplicity": 1,
  "orbital_gap_ev": [7.5, 7.5],
  "relative_energy_kcal_mol": 166.1,
  "e_tot_ev": -15706.64319,
  "symbols": ["C", "C", "C", "Cl", "H", "H", "H", "H", "H"],
  "coordinates": [[0.658, 0.196, -2.001], [-0.597, -0.138, 0.171], [0.088, 0.117, 1.409], [-2.225, 0.048, 0.287], [-0.271, -0.031, -2.777], [1.306, -0.830, -2.100], [0.362, 1.198, 1.212], [-0.291, 0.009, 2.383], [0.970, -0.570, 1.415]],
  "nbo_charge": [-0.40, 0.10, -0.80, 0.10, 0.11, 0.11, 0.30, 0.23, 0.25]
}

{
  "formula": "C6H13ClO3Si",
  "method": "ωB97M-V/def2-TZVPD",
  "spin_multiplicity": 1,
  "orbital_gap_ev": 10.3,
  "e_tot_ev": -32976.50431,
  "symbols": ["C", "C", "C", "C", "C", "C", "O", "O", "O", "Si", "Cl", "H", "H", "H", "H", "H", "H", "H", "H", "H", "H", "H", "H", "H"],
  "coordinates": [[2.211, 2.677, -0.618], [1.857, 1.740, 0.272], [-0.013, -1.354, 2.772], [-2.796, 0.609, -0.846], [-0.274, -1.786, -1.751], [1.270, 0.403, -0.152], [-0.688, -0.396, 1.965], [-1.537, 0.965, -0.219], [-0.707, -1.577, -0.420], [-0.502, -0.149, 0.350], [2.241, -0.809, 0.808], [2.497, 3.603, -0.245], [2.179, 2.635, -1.754], [1.972, 1.822, 1.291], [-0.520, -1.347, 3.737], [0.990, -0.794, 2.962], [0.179, -2.304, 2.301], [-2.781, -0.457, -1.180], [-3.011, 1.226, -1.667], [-3.538, 0.867, -0.104], [-0.493, -2.843, -1.973], [0.700, -1.590, -1.980], [-0.834, -1.213, -2.334], [1.598, 0.072, -1.214]],
  "nbo_charge": [-0.38, -0.19, -0.24, -0.24, -0.22, -0.68, -0.91, -0.91, -0.91, 2.33, -0.11, 0.19, 0.20, 0.21, 0.19, 0.18, 0.19, 0.18, 0.18, 0.19, 0.19, 0.17, 0.16, 0.25]
}

{
  "formula": "C5H3N3",
  "method": "ωB97M-V/def2-TZVPD",
  "spin_multiplicity": 1,
  "orbital_gap_ev": 8.3,
  "smiles": "[H]/N=C1/C=CC(C#N)=N1",
  "relative_energy_kcal_mol": 67.5,
  "e_tot_ev": -9699.89180,
  "symbols": ["H", "N", "C", "C", "C", "C", "C", "N", "N", "H", "H"],
  "coordinates": [[-0.694, -0.447, 2.656], [-0.254, -1.302, 2.160], [0.075, -0.775, 0.961], [0.833, -1.136, -0.144], [0.764, -0.180, -1.099], [-0.061, 0.957, -0.388], [-0.767, 2.111, -0.902], [-1.463, 2.806, -1.561], [-0.450, 0.464, 0.850], [0.997, -2.304, -0.250], [1.019, -0.194, -2.282]],
  "nbo_charge": [0.37, -0.43, 0.27, -0.26, -0.18, 0.11, 0.23, -0.24, -0.39, 0.26, 0.27]
}

{
  "formula": "C5H14",
  "method": "ωB97M-V/def2-TZVPD",
  "spin_multiplicity": 2,
  "orbital_gap_ev": [11.8, 4.2],
  "s2": 0.753,
  "relative_energy_kcal_mol": 38.0,
  "total_charge": 1,
  "e_tot_ev": -5399.45711,
  "symbols": ["C", "C", "C", "H", "H", "H", "H", "H", "H", "H", "H", "C", "C", "H", "H", "H", "H", "H", "H"],
  "coordinates": [[0.686, -1.805, 0.743], [0.869, -0.299, 1.353], [1.749, -1.973, -0.330], [-0.442, -1.980, 0.523], [1.005, -2.455, 1.545], [1.008, -0.252, 2.424], [1.809, 0.362, 1.374], [1.859, -3.039, -0.625], [2.773, -1.577, -0.084], [0.024, 0.162, 0.801], [1.668, -1.227, -1.160], [-1.529, 1.380, -1.430], [-1.751, 2.082, -0.137], [-1.928, 1.866, -2.358], [-0.439, 1.296, -1.733], [-2.117, 0.471, -1.582], [-1.283, 3.024, -0.251], [-1.179, 1.658, 0.791], [-2.780, 2.306, 0.138]],
  "nbo_charge": [-0.32, -0.47, -0.61, 0.27, 0.24, 0.32, 0.32, 0.33, 0.27, 0.32, 0.25, -0.65, -0.59, 0.25, 0.21, 0.22, 0.23, 0.17, 0.24]
}

{
  "formula": "C3H7NO",
  "method": "ωB97M-V/def2-TZVPD",
  "spin_multiplicity": 1,
  "orbital_gap_ev": 10.5,
  "smiles": "CNC(C)=O",
  "relative_energy_kcal_mol": 5.1,
  "e_tot_ev": -6762.53092,
  "symbols": ["C", "N", "C", "C", "O", "H", "H", "H", "H", "H", "H", "H"],
  "coordinates": [[0.770, 0.169, -1.730], [0.134, -0.364, -0.544], [-0.058, 0.411, 0.561], [-0.795, -0.253, 1.709], [0.335, 1.566, 0.629], [1.442, 0.968, -1.413], [0.042, 0.588, -2.437], [1.346, -0.617, -2.229], [-0.265, -1.288, -0.573], [-1.788, 0.200, 1.802], [-0.252, -0.046, 2.634], [-0.911, -1.335, 1.592]],
  "nbo_charge": [-0.42, -0.62, 0.67, -0.71, -0.63, 0.24, 0.19, 0.20, 0.39, 0.24, 0.24, 0.21]
}

{
  "formula": "C4H10AuO3",
  "method": "ωB97M-V/def2-TZVPD",
  "spin_multiplicity": 4,
  "orbital_gap_ev": [11.5, 6.0],
  "s2": 3.763,
  "relative_energy_kcal_mol": 0.0,
  "total_charge": 2,
  "e_tot_ev": -14115.34780,
  "symbols": ["O", "C", "C", "O", "C", "H", "H", "H", "H", "H", "H", "H", "O", "C", "Au", "H", "H", "H"],
  "coordinates": [[-0.338, 1.509, -0.851], [-1.601, 1.620, -0.300], [-2.001, 0.507, 0.661], [-2.270, -0.748, 0.071], [-1.164, -1.528, -0.275], [-2.365, 1.658, -1.103], [-1.689, 2.566, 0.273], [-2.931, 0.796, 1.172], [-1.211, 0.398, 1.431], [-1.034, -2.398, 0.385], [-1.227, -1.857, -1.326], [-0.135, -0.911, -0.162], [2.116, -0.282, -0.240], [3.382, -0.584, 0.147], [1.197, 1.247, -0.414], [3.761, 0.061, 0.954], [3.494, -1.663, 0.338], [4.016, -0.392, -0.761]],
  "nbo_charge": [-0.60, -0.11, -0.16, -0.01, -0.32, 0.25, 0.27, 0.29, 0.25, 0.33, 0.30, 0.19, -0.43, -0.31, 1.25, 0.25, 0.26, 0.31]
}

{
  "formula": "C2HF2O3S",
  "method": "ωB97M-V/def2-TZVPD",
  "spin_multiplicity": 1,
  "orbital_gap_ev": 4.8,
  "relative_energy_kcal_mol": 49.9,
  "total_charge": -1,
  "e_tot_ev": -24501.99453,
  "symbols": ["C", "C", "O", "O", "O", "F", "F", "S", "H"],
  "coordinates": [[-0.889, -0.668, -0.208], [-1.770, -1.057, -1.145], [2.304, 2.475, 2.247], [0.013, 0.232, -0.252], [3.662, 1.622, 0.474], [-2.686, -2.020, -0.747], [-1.843, -0.841, -2.497], [2.588, 1.344, 1.462], [-1.379, -1.087, 0.667]],
  "nbo_charge": [0.06, 0.46, -0.86, -0.84, -0.86, -0.39, -0.36, 1.70, 0.10]
}

{
  "formula": "C17H29Cl2FNO2Si",
  "method": "ωB97M-V/def2-TZVPD",
  "spin_multiplicity": 1,
  "orbital_gap_ev": 4.3,
  "total_charge": 1,
  "e_tot_ev": -59315.52499,
  "symbols": ["C", "C", "C", "C", "O", "C", "C", "O", "Si", "C", "C", "C", "C", "C", "C", "H", "H", "H", "H", "H", "H", "H", "H", "H", "H", "H", "H", "H", "H", "H", "H", "H", "H", "H", "H", "H", "H", "H", "H", "H", "H", "Cl", "C", "N", "F", "C", "Cl", "C", "C", "C", "H", "H", "H"],
  "coordinates": [[-5.039, 0.026, -0.028], [-3.725, -0.713, -0.148], [-2.837, -0.406, 1.062], [-1.546, -1.173, 1.051], [-1.109, -1.022, -0.359], [0.074, -1.353, -0.867], [0.029, -1.655, -2.198], [1.117, -1.382, -0.035], [2.756, -0.790, -0.269], [2.867, 0.123, -1.874], [2.805, 0.264, 1.262], [4.011, -2.263, -0.252], [4.624, -2.511, -1.639], [3.283, -3.538, 0.196], [5.116, -1.923, 0.758], [-5.681, -0.159, -0.892], [-5.574, -0.276, 0.875], [-4.857, 1.104, 0.022], [-3.852, -1.798, -0.248], [-3.195, -0.383, -1.050], [-2.595, 0.661, 1.043], [-3.402, -0.563, 1.993], [-0.805, -0.762, 1.746], [-1.722, -2.233, 1.244], [0.923, -1.769, -2.791], [-0.980, -1.861, -2.538], [3.854, 0.595, -1.975], [2.721, -0.521, -2.749], [2.126, 0.930, -1.907], [3.685, 0.913, 1.342], [1.927, 0.926, 1.261], [2.759, -0.347, 2.174], [5.159, -1.638, -2.033], [5.355, -3.333, -1.591], [3.862, -2.816, -2.368], [2.855, -3.439, 1.202], [2.495, -3.828, -0.512], [3.990, -4.380, 0.237], [4.723, -1.862, 1.780], [5.892, -2.702, 0.760], [5.621, -0.978, 0.522], [-1.155, 3.191, 2.759], [-2.285, 3.739, 1.615], [-2.197, 3.273, 0.343], [-1.301, 2.118, 0.018], [-3.116, 3.620, -0.594], [-3.016, 2.885, -2.124], [-4.109, 4.554, -0.297], [-4.190, 5.081, 0.991], [-3.272, 4.665, 1.958], [-4.800, 4.846, -1.085], [-4.955, 5.813, 1.231], [-3.315, 5.046, 2.977]],
  "nbo_charge": [-0.60, -0.40, -0.41, -0.06, -0.55, 0.64, -0.64, -0.86, 1.95, -1.18, -1.16, -0.49, -0.61, -0.61, -0.61, 0.22, 0.21, 0.16, 0.21, 0.21, 0.16, 0.21, 0.19, 0.19, 0.20, 0.22, 0.25, 0.26, 0.24, 0.24, 0.23, 0.25, 0.21, 0.21, 0.21, 0.21, 0.22, 0.21, 0.21, 0.22, 0.21, 0.19, 0.18, 0.05, -0.11, 0.18, 0.20, -0.24, -0.06, -0.24, 0.28, 0.27, 0.28]
}

{
  "formula": "C2H4Br2",
  "method": "ωB97M-V/def2-TZVPD",
  "spin_multiplicity": 1,
  "orbital_gap_ev": 10.8,
  "smiles": "BrCCBr",
  "relative_energy_kcal_mol": 1.9,
  "e_tot_ev": -142223.88979,
  "symbols": ["Br", "C", "C", "Br", "H", "H", "H", "H"],
  "coordinates": [[1.234, 0.713, -1.716], [0.729, -0.213, -0.079], [-0.721, -0.078, 0.244], [-1.299, 1.748, 0.502], [1.388, 0.167, 0.694], [0.960, -1.255, -0.285], [-0.949, -0.581, 1.181], [-1.343, -0.502, -0.540]],
  "nbo_charge": [-0.01, -0.45, -0.46, 0.00, 0.23, 0.23, 0.23, 0.23]
}

Which formula does entry 9 have? C4H10AuO3